{"formula": "C5H9BaO3", "method": "ωB97M-V with the def2-TZVPD basis set", "elements": ["O", "C", "O", "C", "C", "H", "C", "H", "H", "H", "C", "H", "H", "H", "H", "H", "Ba", "O"], "xyz": [[-0.52, 0.08, -0.87], [0.60, -0.16, -0.38], [1.50, -0.64, -1.19], [2.26, -1.83, -0.86], [1.06, 0.36, 1.08], [1.87, -0.23, 1.54], [1.29, 1.86, 1.16], [2.35, 2.14, 1.11], [0.81, 2.38, 0.32], [0.88, 2.23, 2.12], [2.47, -2.60, -2.13], [1.69, -2.41, -0.12], [3.21, -1.52, -0.41], [1.55, -3.12, -2.43], [3.25, -3.36, -1.96], [2.79, -1.94, -2.95], [-2.39, 0.62, 0.91], [-0.16, -0.10, 1.60]], "lowdin_charge": [-0.1531, -0.4534, 0.0251, -0.1949, -0.4070, 0.1429, -0.0381, 0.0894, 0.0819, 0.0872, -0.0599, 0.1358, 0.1287, 0.0867, 0.0897, 0.0909, 1.9289, -0.5807], "spin_multiplicity": 1, "orbital_gap_ev": 7.5, "e_above_lowest_ev": 0.0000, "homo_energy_ha": -0.437, "charge": 1}